Entry from the OMol25 dataset: a 7-piece molecular cluster, C30H71F6O13P overall (wB97M-V/def2-TZVPD).

```
121
Properties=species:S:1:pos:R:3:forces:R:3
O 4.443 4.029 2.607 -0.3 0.0 0.4
C 3.612 3.107 1.919 0.0 0.6 -0.6
C 2.952 3.813 0.737 -0.7 -0.1 0.6
P 1.038 3.906 0.890 -0.2 -0.2 -0.4
C -0.865 4.008 1.060 0.3 0.2 0.5
C -1.463 3.222 2.227 -0.2 0.9 -1.0
C -1.431 1.738 2.090 0.0 0.9 1.7
F -2.365 1.293 1.298 -0.9 -0.6 -1.4
F -1.677 1.196 3.289 -0.2 -0.6 1.0
F -0.276 1.240 1.698 1.3 -0.4 -0.7
C 4.457 1.925 1.464 -0.6 1.7 0.6
F 5.119 2.180 0.368 0.9 0.3 -1.9
F 3.688 0.885 1.253 -1.1 -1.6 -0.4
F 5.357 1.620 2.353 1.2 -0.8 1.7
H 4.110 4.098 3.510 0.3 0.0 -0.1
H 2.855 2.708 2.596 -0.1 -0.2 0.2
H 3.312 4.834 0.749 0.2 0.2 -0.2
H 3.156 3.339 -0.216 0.2 0.0 -0.2
H 0.918 2.717 0.111 0.1 0.1 0.1
H 1.133 3.874 2.321 0.1 0.0 0.1
H 1.038 5.156 0.209 0.0 -0.1 -0.1
H -1.086 5.057 1.261 0.0 0.2 0.0
H -1.349 3.794 0.112 -0.1 -0.3 -0.2
H -2.512 3.492 2.291 -0.3 -0.1 0.1
H -1.029 3.544 3.163 0.4 -0.2 0.3
C 5.506 -3.303 6.209 0.0 0.0 -0.1
O 5.823 -2.759 4.939 -0.1 0.1 0.2
C 4.773 -1.973 4.391 0.3 -0.1 -0.3
C 5.037 -0.492 4.547 -0.3 0.0 0.2
O 5.010 -0.093 5.911 0.2 -0.1 0.0
C 6.303 0.075 6.466 -0.1 0.1 0.0
H 6.426 -3.696 6.642 0.0 0.0 -0.1
H 5.095 -2.547 6.881 0.0 0.0 0.0
H 4.789 -4.124 6.101 0.0 0.0 0.1
H 3.812 -2.244 4.837 0.0 0.0 0.0
H 4.726 -2.206 3.322 -0.1 0.0 0.0
H 4.244 0.058 4.035 0.0 0.0 0.0
H 5.988 -0.219 4.082 0.0 0.0 0.0
H 6.760 0.998 6.092 0.1 0.0 0.0
H 6.955 -0.772 6.241 0.0 0.0 0.0
H 6.193 0.155 7.547 -0.1 0.0 0.0
C 7.512 -4.695 3.224 0.1 0.0 0.1
O 8.699 -5.371 2.832 -0.2 0.0 -0.1
C 8.460 -6.363 1.848 0.4 0.0 0.1
C 8.834 -5.867 0.467 -0.4 -0.2 -0.2
O 7.983 -4.804 0.058 0.2 0.1 0.1
C 8.598 -3.533 0.203 -0.1 0.0 -0.1
H 7.792 -3.814 3.795 0.1 0.0 0.0
H 6.927 -4.378 2.358 0.0 0.0 0.0
H 6.901 -5.346 3.858 -0.1 0.1 0.0
H 7.415 -6.686 1.868 0.0 0.0 0.0
H 9.085 -7.228 2.096 0.0 0.0 0.0
H 8.704 -6.683 -0.250 0.0 0.0 0.0
H 9.883 -5.557 0.438 0.0 0.0 0.1
H 9.346 -3.386 -0.584 0.1 0.1 0.1
H 9.066 -3.419 1.183 0.0 0.0 0.0
H 7.827 -2.771 0.092 0.0 -0.1 0.0
C 5.248 -1.378 -1.480 0.1 0.0 -0.1
O 5.806 -2.115 -2.554 -0.2 0.0 0.1
C 5.722 -3.523 -2.367 0.2 0.1 -0.3
C 4.592 -4.125 -3.174 -0.2 -0.2 0.3
O 3.322 -3.692 -2.704 0.1 0.2 -0.1
C 2.752 -2.671 -3.504 -0.1 -0.1 0.1
H 5.154 -0.341 -1.800 0.1 0.0 0.0
H 4.259 -1.751 -1.203 0.0 0.0 0.0
H 5.908 -1.417 -0.606 -0.1 0.0 0.1
H 5.616 -3.769 -1.307 0.0 0.0 0.0
H 6.667 -3.949 -2.716 0.0 0.0 0.1
H 4.621 -5.213 -3.060 0.0 0.0 0.0
H 4.712 -3.893 -4.236 0.0 0.1 0.0
H 2.380 -3.089 -4.446 0.0 0.1 0.0
H 3.467 -1.873 -3.714 0.0 0.0 0.0
H 1.909 -2.252 -2.955 0.0 -0.1 0.0
C -8.091 3.014 -0.978 0.0 0.0 0.0
O -7.218 2.672 -2.043 0.0 0.1 0.2
C -6.223 3.657 -2.282 0.0 -0.3 -0.3
C -4.887 3.257 -1.693 0.1 0.3 0.2
O -4.928 3.220 -0.276 -0.1 -0.1 0.0
C -5.050 1.900 0.241 -0.3 0.2 0.0
H -8.665 2.126 -0.720 0.0 0.0 -0.1
H -7.539 3.345 -0.095 0.0 0.0 0.0
H -8.784 3.801 -1.293 0.0 0.0 0.1
H -6.539 4.630 -1.892 0.0 0.0 0.1
H -6.115 3.748 -3.368 0.0 0.0 0.0
H -4.141 4.007 -1.975 0.0 0.0 -0.1
H -4.565 2.292 -2.097 -0.1 0.0 0.0
H -4.111 1.374 0.138 0.0 -0.2 -0.1
H -5.839 1.336 -0.261 0.0 0.0 0.0
H -5.296 1.978 1.300 0.1 0.0 0.0
C -10.615 4.842 -6.992 0.1 0.0 0.0
O -9.422 5.281 -6.364 -0.1 -0.1 0.1
C -9.651 5.924 -5.119 0.3 0.0 -0.1
C -9.361 5.005 -3.952 -0.3 0.0 0.2
O -10.279 3.924 -3.895 0.1 0.0 -0.2
C -9.741 2.711 -4.404 -0.1 -0.1 0.1
H -10.336 4.178 -7.809 0.1 0.0 0.0
H -11.259 4.296 -6.299 0.0 0.0 0.0
H -11.163 5.697 -7.403 -0.1 0.0 0.0
H -10.675 6.306 -5.062 0.0 0.0 0.0
H -8.969 6.780 -5.071 0.0 0.0 0.0
H -9.474 5.574 -3.023 0.0 0.0 0.0
H -8.332 4.637 -4.000 0.0 0.0 -0.1
H -9.030 2.287 -3.690 0.1 0.0 -0.1
H -9.252 2.859 -5.370 0.0 0.0 0.0
H -10.566 2.011 -4.534 0.0 0.1 0.0
C -4.330 -4.797 0.163 0.0 0.0 -0.1
O -4.096 -4.293 -1.140 -0.1 0.1 0.2
C -5.152 -3.476 -1.622 0.3 -0.1 -0.2
C -4.817 -2.005 -1.512 -0.3 0.1 0.2
O -4.718 -1.588 -0.158 0.1 -0.1 0.0
C -3.379 -1.468 0.293 -0.1 0.0 0.0
H -3.394 -5.216 0.531 0.0 0.0 -0.1
H -4.656 -4.010 0.848 0.0 0.0 0.0
H -5.084 -5.591 0.134 0.0 0.0 0.1
H -6.085 -3.697 -1.094 0.0 0.0 0.0
H -5.295 -3.726 -2.678 0.0 0.0 0.0
H -5.626 -1.425 -1.969 0.0 0.0 0.0
H -3.893 -1.781 -2.055 0.0 -0.1 0.0
H -2.920 -0.572 -0.132 0.1 -0.1 0.0
H -2.781 -2.345 0.035 0.0 0.0 0.0
H -3.401 -1.365 1.377 -0.1 0.0 0.0
```
Positions in Å, forces in eV/Å.

E, eV: -84463.4159
HOMO-LUMO gap, eV: 9.19
Largest force on an atom, hartree/bohr: 0.0431
LUMO, Eh: 0.016
E_HOMO, eV: -8.7
SMILES: O[C@@H](C[PH3]CCC(F)(F)F)C(F)(F)F.COCCOC.COCCOC.COCCOC.COCCOC.COCCOC.COCCOC